No. 1
A gas-phase ion, C5H9N2OS (charge +1) at a distorted geometry, computed with wB97M-V/def2-TZVPD.

The geometry in XYZ format:
```
18
Properties=species:S:1:pos:R:3
C -0.532 -1.050 0.220
C -3.269 1.949 0.152
C 0.469 1.046 0.389
C -0.640 0.931 -0.726
C 1.798 -1.212 0.606
N 0.550 -0.392 0.594
N -1.491 -0.094 -0.173
O -0.909 -2.159 0.012
S -2.987 0.340 0.288
H -4.313 2.168 0.458
H 1.484 1.309 -0.057
H 0.093 1.495 1.298
H -1.233 1.724 -1.148
H -0.046 0.503 -1.535
H 1.533 -2.184 0.214
H 2.704 -0.871 -0.020
H 2.234 -1.264 1.554
H -2.662 2.496 -0.352
```

Output
- Electronic energy: -778.47637 a.u.
- LUMO level: -6.0 eV
- 2S+1: 1
- Frontier orbital gap: 7.9 eV
- Largest force on an atom: 7.60 eV Å⁻¹
- Net charge: +1
- Molar mass: 145.21 Da
- Relative energy (zero: lowest compared OMol25 entry of this formula, charge and spin): 95.68 kcal per mole

Results of the natural (NBO) charge analysis, in e, for atoms 1 through 8: 0.772 -0.520 -0.210 -0.242 -0.426 -0.411 -0.627 -0.524

No. 2
2 unconnected molecules or ions with the total composition C5H11NO at a distorted geometry, computed with wB97M-V/def2-TZVPD.

The geometry in XYZ format:
```
18
Properties=species:S:1:pos:R:3
C 0.954 -0.003 0.476
C 2.209 -0.681 0.075
C 0.021 0.350 -0.513
N -1.281 0.670 0.029
C -2.625 0.465 0.402
C -3.149 -0.884 0.024
O 0.175 0.105 -1.712
H 4.868 2.317 0.222
H 0.792 0.525 1.410
H 3.042 -0.107 0.495
H 2.278 -0.530 -1.006
H 2.349 -1.740 0.288
H -1.689 0.640 -0.935
H -2.689 0.779 1.430
H 4.515 1.885 -0.267
H -2.628 -1.730 0.500
H -4.230 -1.032 0.129
H -2.911 -1.029 -1.045
```

Output
- Electronic energy: -326.85258 a.u.
- LUMO level: -1.8 eV
- 2S+1: 1
- Frontier orbital gap: 5.5 eV
- Largest force on an atom: 5.23 eV Å⁻¹
- Molar mass: 101.15 Da
- Relative energy (zero: lowest compared OMol25 entry of this formula, charge and spin): 174.93 kcal per mole

Results of the natural (NBO) charge analysis, in e, for atoms 1 through 8: -0.214 -0.672 0.495 -0.549 0.073 -0.680 -0.690 -0.001

No. 3
16 unconnected molecules or ions with the total composition C86H220N16O27 at a distorted geometry, computed with wB97M-V/def2-TZVPD.

The geometry in XYZ format:
```
349
Properties=species:S:1:pos:R:3
C -1.474 -1.535 -10.841
O -2.660 -2.181 -10.472
C -3.520 -1.502 -9.565
C -4.834 -2.256 -9.589
N -5.367 -1.981 -10.904
C -6.587 -2.709 -11.237
C -7.821 -2.001 -10.767
O -7.910 -2.043 -9.398
C -8.986 -1.470 -8.733
H -1.601 -0.589 -11.425
H -0.894 -2.238 -11.450
H -0.728 -1.378 -10.045
H -3.749 -0.439 -9.852
H -3.031 -1.440 -8.634
H -5.495 -1.903 -8.799
H -4.528 -3.379 -9.420
H -4.595 -2.011 -11.554
H -6.515 -3.776 -10.916
H -6.761 -2.661 -12.299
H -8.696 -2.422 -11.187
H -7.690 -0.953 -11.118
H -9.097 -0.428 -9.038
H -8.856 -1.439 -7.637
H -9.846 -2.142 -8.841
C -3.193 4.869 3.219
O -1.844 5.190 3.491
C -1.285 6.288 2.828
C 0.112 6.412 3.233
N 0.250 6.886 4.650
C 1.649 7.119 4.966
C 1.619 7.777 6.317
O 1.023 6.942 7.313
C 0.942 7.768 8.452
H -3.801 5.815 3.012
H -3.567 4.282 4.044
H -3.285 4.318 2.267
H -1.896 7.217 3.034
H -1.328 6.057 1.797
H 0.661 7.110 2.587
H 0.504 5.463 2.910
H -0.111 6.111 5.292
H 2.014 7.894 4.243
H 2.208 6.154 4.937
H 1.119 8.737 6.317
H 2.639 8.055 6.668
H 0.244 8.565 8.327
H 1.876 8.278 8.665
H 0.557 7.119 9.209
C 6.267 -4.791 3.493
O 6.051 -3.656 2.627
C 4.904 -3.882 1.807
C 4.717 -2.577 1.039
N 4.431 -1.430 1.964
C 3.893 -0.275 1.239
C 3.983 1.007 2.029
O 5.333 1.421 2.150
C 5.515 2.572 2.925
H 7.200 -5.210 3.240
H 5.338 -5.428 3.596
H 6.450 -4.432 4.518
H 4.006 -4.158 2.421
H 5.159 -4.680 1.066
H 3.818 -2.687 0.423
H 5.533 -2.423 0.387
H 5.332 -1.248 2.371
H 2.896 -0.549 0.852
H 4.497 -0.179 0.327
H 3.606 0.867 3.069
H 3.351 1.709 1.479
H 5.631 2.434 4.002
H 4.568 3.214 2.810
H 6.376 3.020 2.467
C -7.857 -5.413 -8.919
O -6.565 -5.302 -8.371
C -6.546 -5.952 -7.076
C -6.750 -4.890 -5.997
N -5.922 -3.771 -6.204
C -4.561 -3.767 -5.831
C -4.398 -4.062 -4.371
O -3.050 -3.672 -4.002
C -2.874 -3.940 -2.609
H -7.901 -4.779 -9.764
H -8.738 -5.191 -8.193
H -7.987 -6.467 -9.274
H -5.608 -6.471 -7.109
H -7.328 -6.742 -7.081
H -6.494 -5.303 -5.024
H -7.748 -4.644 -6.004
H -5.978 -3.386 -7.181
H -4.113 -2.854 -6.206
H -3.917 -4.537 -6.294
H -4.590 -5.097 -4.083
H -5.079 -3.507 -3.700
H -3.048 -4.969 -2.343
H -3.582 -3.363 -1.952
H -1.826 -3.712 -2.326
C 1.131 -0.847 -6.629
O 0.331 0.287 -6.718
C -1.047 0.032 -6.652
C -1.686 1.388 -6.183
N -1.055 1.794 -4.886
C -1.573 3.056 -4.257
C -1.157 4.339 -4.943
O -0.921 5.279 -3.899
C -0.290 6.476 -4.419
H 0.733 -1.491 -5.794
H 2.184 -0.560 -6.363
H 1.041 -1.481 -7.587
H -1.184 -0.863 -6.049
H -1.473 -0.140 -7.622
H -2.759 1.244 -6.072
H -1.572 2.034 -7.089
H -0.036 1.960 -5.020
H -1.084 3.016 -3.249
H -2.674 3.009 -4.158
H -1.954 4.775 -5.725
H -0.242 4.248 -5.541
H 0.696 6.231 -4.781
H -0.192 7.258 -3.671
H -0.872 6.899 -5.312
C 2.961 -4.572 5.027
O 2.482 -5.266 3.930
C 1.228 -4.714 3.445
C 0.948 -5.434 2.138
N 0.337 -6.685 2.407
C 0.196 -7.678 1.392
C -1.046 -7.452 0.498
O -0.930 -6.251 -0.235
C 0.120 -6.091 -1.136
H 3.732 -5.223 5.387
H 2.205 -4.476 5.801
H 3.253 -3.497 4.912
H 1.379 -3.608 3.370
H 0.427 -4.793 4.130
H 1.826 -5.427 1.554
H 0.213 -4.818 1.603
H 0.732 -7.076 3.292
H -0.005 -8.670 1.783
H 1.127 -7.848 0.828
H -1.912 -7.490 1.112
H -1.119 -8.257 -0.218
H 1.121 -5.860 -0.665
H -0.137 -5.151 -1.729
H 0.204 -6.980 -1.852
C -7.039 2.298 3.817
O -6.224 1.188 4.060
C -4.957 1.547 4.625
C -4.240 0.287 5.075
N -2.865 0.620 5.381
C -2.480 1.192 6.687
C -2.525 2.746 6.617
O -1.625 3.280 7.614
C -1.109 4.553 7.370
H -7.883 1.885 3.199
H -6.466 2.900 3.104
H -7.314 2.948 4.689
H -5.148 2.264 5.480
H -4.236 1.990 3.958
H -4.260 -0.502 4.280
H -4.639 -0.121 5.978
H -2.299 -0.228 5.184
H -1.429 0.816 6.748
H -3.073 0.685 7.515
H -3.542 3.241 6.773
H -2.180 3.068 5.703
H -0.147 4.466 6.752
H -0.778 4.920 8.360
H -1.803 5.139 6.797
C 8.545 1.184 5.005
O 7.415 0.534 5.644
C 7.072 -0.627 4.771
C 5.880 -1.242 5.470
N 4.809 -0.292 5.557
C 3.629 -0.900 6.015
C 2.507 0.052 6.215
O 2.864 0.779 7.360
C 1.887 1.724 7.712
H 8.889 2.001 5.640
H 8.177 1.509 4.041
H 9.406 0.531 4.971
H 7.846 -1.440 4.506
H 6.792 -0.201 3.793
H 6.228 -1.583 6.447
H 5.556 -2.107 4.819
H 5.072 0.544 6.085
H 3.742 -1.418 7.007
H 3.422 -1.625 5.178
H 1.585 -0.489 6.350
H 2.363 0.724 5.390
H 1.434 2.218 6.831
H 2.350 2.482 8.376
H 1.099 1.218 8.406
C 4.801 -1.797 -2.484
O 5.047 -0.365 -2.467
C 6.307 -0.240 -1.832
C 7.069 1.013 -2.409
N 6.373 2.265 -2.251
C 6.346 2.900 -0.906
C 5.918 4.336 -1.193
O 5.929 5.108 0.027
C 5.496 6.477 -0.116
H 5.569 -2.282 -3.058
H 3.832 -2.030 -2.898
H 4.706 -2.289 -1.519
H 7.066 -1.054 -2.171
H 6.139 -0.242 -0.764
H 7.085 0.811 -3.447
H 8.103 1.079 -2.109
H 5.394 2.093 -2.533
H 7.432 2.942 -0.637
H 5.787 2.423 -0.119
H 4.923 4.479 -1.625
H 6.629 4.826 -1.868
H 6.266 6.914 -0.762
H 5.582 6.946 0.889
H 4.507 6.576 -0.493
C 1.058 2.899 3.384
O 0.962 1.596 2.783
C 0.202 0.624 3.435
C 0.492 -0.719 2.853
N 0.082 -0.843 1.436
C 0.448 -2.165 0.903
C 0.344 -2.028 -0.625
O 1.043 -0.850 -1.074
C 0.840 -0.640 -2.510
H 0.130 3.327 3.673
H 1.541 3.474 2.598
H 1.734 2.855 4.243
H -0.892 0.852 3.311
H 0.412 0.628 4.493
H -0.056 -1.465 3.369
H 1.579 -0.893 2.945
H 0.758 -0.297 0.906
H -0.108 -3.041 1.287
H 1.474 -2.409 1.131
H -0.691 -1.812 -0.765
H 0.601 -2.941 -1.220
H 1.697 -0.150 -2.947
H -0.080 -0.067 -2.674
H 0.734 -1.590 -3.112
C -3.402 -3.869 1.070
O -3.096 -2.486 1.251
C -4.169 -1.668 0.753
C -3.858 -0.261 1.085
N -2.703 0.233 0.323
C -2.496 1.591 0.784
C -1.537 2.368 -0.193
O -1.777 3.767 0.151
C -0.923 4.661 -0.620
H -2.699 -4.444 1.685
H -3.279 -4.122 0.043
H -4.389 -4.197 1.409
H -5.130 -2.066 1.183
H -4.239 -1.826 -0.335
H -3.649 -0.141 2.195
H -4.783 0.330 0.925
H -1.871 -0.264 0.599
H -2.119 1.669 1.852
H -3.409 2.188 0.801
H -1.866 2.004 -1.185
H -0.463 2.010 -0.008
H -1.556 5.447 -0.961
H -0.463 4.103 -1.459
H -0.078 4.980 -0.017
C 5.673 2.847 9.028
C 5.333 4.156 8.311
C 5.019 3.947 6.760
O 4.934 5.224 6.176
C 5.361 5.403 4.824
N 4.288 4.908 8.950
H 4.886 2.110 8.811
H 5.770 3.039 10.100
H 6.546 2.314 8.650
H 6.200 4.821 8.303
H 4.020 3.472 6.759
H 5.676 3.254 6.258
H 4.743 4.926 4.039
H 6.406 5.074 4.729
H 5.342 6.529 4.781
H 3.298 4.730 8.598
H 4.448 5.848 8.646
C -2.093 -4.483 5.872
C -1.995 -2.950 5.725
C -0.648 -2.612 6.233
O -0.580 -2.971 7.592
C 0.704 -2.663 8.126
N -2.083 -2.422 4.402
H -3.056 -5.021 5.736
H -1.846 -4.654 6.984
H -1.298 -4.857 5.262
H -2.814 -2.433 6.248
H -0.408 -1.510 6.206
H 0.210 -3.106 5.796
H 1.372 -2.966 7.313
H 0.874 -3.121 9.084
H 0.863 -1.541 8.133
H -3.032 -2.478 4.089
H -1.522 -2.906 3.706
C 3.713 4.267 -4.220
C 2.839 3.165 -3.600
C 1.781 3.828 -2.641
O 2.327 4.313 -1.452
C 2.587 3.304 -0.458
N 2.200 2.433 -4.649
H 4.163 4.985 -3.537
H 3.042 4.894 -4.815
H 4.480 3.826 -4.861
H 3.515 2.567 -2.949
H 1.072 3.029 -2.358
H 1.176 4.573 -3.086
H 1.656 2.907 0.064
H 3.283 3.828 0.200
H 3.041 2.395 -0.842
H 1.861 1.460 -4.461
H 2.712 2.420 -5.518
C -2.206 -6.966 -5.283
C -0.992 -6.258 -5.839
C -1.315 -5.498 -7.059
O -0.402 -4.449 -7.389
C -0.681 -3.888 -8.633
N -0.542 -5.343 -4.796
H -2.574 -7.744 -5.945
H -3.087 -6.347 -5.057
H -1.986 -7.333 -4.264
H -0.223 -6.987 -5.960
H -2.261 -4.974 -6.916
H -1.444 -6.101 -7.983
H -0.720 -4.660 -9.435
H 0.060 -3.150 -8.891
H -1.618 -3.401 -8.607
H -1.187 -4.608 -4.617
H 0.377 -4.908 -5.031
C -4.809 0.187 -4.541
C -3.923 0.249 -3.356
C -4.591 1.051 -2.277
O -4.756 2.360 -2.869
C -4.605 3.386 -1.849
N -3.629 -1.034 -2.784
H -4.418 -0.411 -5.374
H -4.987 1.140 -4.966
H -5.859 -0.238 -4.400
H -3.011 0.774 -3.706
H -3.979 1.011 -1.456
H -5.623 0.671 -2.027
H -3.525 3.586 -1.678
H -5.140 3.176 -0.917
H -5.026 4.299 -2.240
H -3.156 -1.088 -1.874
H -3.108 -1.631 -3.396
```

Output
- Electronic energy: -6315.39518 a.u.
- LUMO level: 0.5 eV
- 2S+1: 1
- Frontier orbital gap: 8.8 eV
- Largest force on an atom: 3.70 eV Å⁻¹
- Molar mass: 1910.79 Da
- Relative energy (zero: lowest compared OMol25 entry of this formula, charge and spin): 107.17 kcal per mole

Results of the Mulliken charge analysis, in e, for atoms 1 through 8: -0.743 -0.341 -0.279 0.045 -0.329 -0.498 -0.941 0.014

No. 4
A molecular structure, CH4IPS2 at a distorted geometry, computed with wB97M-V/def2-TZVPD.

The geometry in XYZ format:
```
9
Properties=species:S:1:pos:R:3
C 0.879 -0.785 -0.392
P -1.244 1.648 -0.340
S 1.260 -2.406 0.011
S -1.127 -0.253 0.388
I 2.369 0.625 0.380
H 0.824 -0.420 -1.467
H -1.108 2.307 0.797
H -2.614 1.546 -0.589
H 0.762 -2.262 1.212
```

Output
- Electronic energy: -1475.85191 a.u.
- LUMO level: -0.5 eV
- 2S+1: 1
- Frontier orbital gap: 8.4 eV
- Largest force on an atom: 3.84 eV Å⁻¹
- Molar mass: 238.06 Da
- Relative energy (zero: lowest compared OMol25 entry of this formula, charge and spin): 36.13 kcal per mole

Results of the natural (NBO) charge analysis, in e, for atoms 1 through 8: -0.594 0.206 0.097 -0.149 0.089 0.249 -0.029 0.004

No. 5
A molecular structure, C30H25BKN11 at a distorted geometry, computed with wB97M-V/def2-TZVPD.

The geometry in XYZ format:
```
68
Properties=species:S:1:pos:R:3
K -0.436 -0.070 0.513
C -1.713 -2.051 4.489
C -1.455 -1.826 3.151
N -1.469 -0.610 2.574
C -1.761 0.462 3.329
C -2.006 0.334 4.720
C -1.989 -0.949 5.286
C -2.253 1.468 5.505
C -2.224 2.727 4.923
C -1.994 2.846 3.553
C -1.822 1.719 2.719
N -1.632 1.774 1.371
C -2.244 2.722 0.637
C -3.413 3.464 0.847
C -3.821 4.437 -0.078
C -3.078 4.657 -1.241
C -1.940 3.871 -1.482
C -1.111 3.958 -2.609
C -0.020 3.095 -2.711
C 0.198 2.177 -1.686
N -0.570 2.068 -0.585
C -1.580 2.907 -0.522
H -1.694 -3.052 4.896
H -1.224 -2.641 2.474
H -2.187 -1.088 6.344
H -2.442 1.377 6.569
H -2.377 3.618 5.521
H -1.945 3.840 3.115
H -4.010 3.284 1.736
H -4.718 5.014 0.118
H -3.391 5.414 -1.950
H -1.312 4.682 -3.390
H 0.645 3.129 -3.565
H 1.029 1.481 -1.720
C 4.149 0.532 0.428
C 2.871 0.784 0.860
N 2.020 -0.021 0.201
N 2.710 -0.783 -0.639
C 4.021 -0.460 -0.517
B 1.977 -1.829 -1.548
N 1.210 -2.811 -0.614
C 1.363 -4.149 -0.498
C 0.483 -4.610 0.455
C -0.186 -3.491 0.897
N 0.274 -2.413 0.236
N 0.946 -1.054 -2.422
C 0.885 -0.970 -3.770
C -0.184 -0.173 -4.111
C -0.743 0.211 -2.913
N -0.039 -0.333 -1.904
N 2.939 -2.644 -2.481
C 2.548 -3.600 -3.353
C 3.658 -4.096 -3.997
C 4.717 -3.394 -3.470
N 4.255 -2.522 -2.555
H 5.061 1.010 0.759
H 2.576 1.509 1.607
H 4.856 -0.879 -1.046
H 2.060 -4.761 -1.052
H 0.349 -5.630 0.789
H -0.959 -3.462 1.654
H 1.560 -1.441 -4.469
H -0.513 0.097 -5.106
H -1.607 0.849 -2.783
H 1.525 -3.918 -3.512
H 3.691 -4.869 -4.753
H 5.759 -3.509 -3.734
H -2.273 -1.405 0.513
```

Output
- Electronic energy: -2385.29491 a.u.
- LUMO level (alpha / beta): 2.5 / 2.0 eV
- 2S+1: 2
- Frontier orbital gap (alpha / beta): 5.9 / 5.4 eV
- Largest force on an atom: 5.81 eV Å⁻¹
- ⟨S²⟩: 0.752
- Net charge: -1
- Molar mass: 589.52 Da
- Relative energy (zero: lowest compared OMol25 entry of this formula, charge and spin): 0.00 kcal per mole

Results of the Mulliken charge analysis, in e, for atoms 1 through 8: 0.563 -0.877 -0.184 0.202 -0.337 1.277 -0.649 -0.941

No. 6
A molecular structure, C7H10FNOS at a distorted geometry, computed with wB97M-V/def2-TZVPD.

The geometry in XYZ format:
```
21
Properties=species:S:1:pos:R:3
C 0.613 3.333 0.321
C -2.118 -1.988 1.018
C 0.439 2.053 0.006
C -1.900 -0.810 0.397
C -0.643 1.208 0.439
C -0.658 -0.109 0.093
C 0.445 -1.910 -1.127
N 0.456 -0.773 -0.288
O 2.958 -1.072 -0.421
F 3.393 1.426 0.100
S 2.061 -0.103 0.128
H 1.467 3.999 -0.003
H -0.064 3.735 1.224
H -3.145 -2.314 1.216
H -1.335 -2.676 1.331
H 0.898 1.475 -0.822
H -2.880 -0.255 0.031
H -1.526 1.622 0.661
H 1.147 -1.721 -2.073
H 0.856 -2.828 -0.596
H -0.466 -2.293 -1.635
```

Output
- Electronic energy: -900.56880 a.u.
- LUMO level (alpha / beta): -1.7 / -1.7 eV
- 2S+1: 1
- Frontier orbital gap (alpha / beta): 6.8 / 6.8 eV
- Largest force on an atom: 4.38 eV Å⁻¹
- Molar mass: 175.23 Da
- Relative energy (zero: lowest compared OMol25 entry of this formula, charge and spin): 2.32 kcal per mole

Results of the natural (NBO) charge analysis, in e, for atoms 1 through 8: -0.353 -0.368 -0.256 -0.220 -0.196 0.102 -0.460 -0.589

Question: relative energy (zero: lowest compared OMol25 entry of this formula, charge and spin) of number 3 (C86H220N16O27)?
Answer: 107.17 kcal per mole

Question: largest force on an atom of number 4 (CH4IPS2)?
Answer: 3.84 eV Å⁻¹